Below is an isolated molecule of C4H5NO, with properties calculated with ωB97M-V/def2-TZVPD.

## Properties
- HOMO-LUMO gap (spin up / spin down): 6.7366 / 6.7371 eV
- Energy above the lowest of the compared OMol25 structures with the same formula, charge and spin: 4.289 eV
- Highest occupied orbital energy (spin up / spin down): -7.592 / -7.592 eV
- Total energy: -285.25696 hartree

Geometry (Å):
O  -1.270  -1.733  -0.809
C  -0.632  -0.901  -0.214
N  -0.263  0.265  -1.166
C  0.560  1.237  -1.027
C  0.616  0.198  1.574
C  -0.196  -0.816  1.152
H  -0.785  0.148  -2.034
H  1.030  1.261  -0.005
H  0.658  1.948  -1.852
H  0.858  0.053  2.640
H  -0.577  -1.660  1.741